w | Entry from OMol25: 12 unconnected molecules or ions with the total composition C27H83N19O12 (the ωB97M-V functional and the def2-TZVPD basis).

Output
SMILES string = COC[C@H](C)N.COC[C@H](C)N.COC[C@H](C)N.COC[C@H](C)N.COC[C@H](C)N.NC(N)=O.NC(N)=O.NC(N)=O.NC(N)=O.NC(N)=O.NC(N)=O.NC(N)=O
Total charge = 0
Gap between HOMO and LUMO = 0.316 Eh

Each atom is followed by the atoms it is bonded to, with distances in Å.
Element x y z (Å)
1 C -19.22846 -22.25080 -3.41018  C2 1.512, H7 1.089, H8 1.092, H9 1.095
2 C -19.70867 -22.86654 -4.70480  C1 1.512, C3 1.529, N6 1.496, H10 1.096
3 C -21.21980 -23.09871 -4.66112  C2 1.529, O4 1.411, H11 1.099, H12 1.096
4 O -21.62782 -23.94632 -5.71315  C3 1.411, C5 1.416
5 C -22.99783 -24.28258 -5.58821  O4 1.416, H13 1.093, H14 1.089, H15 1.096
6 N -19.33862 -21.93978 -5.81882  C2 1.496, H16 1.017, H17 1.026
7 H -18.14540 -22.14813 -3.35952  C1 1.089
8 H -19.57802 -22.81406 -2.54275  C1 1.092
9 H -19.67507 -21.25905 -3.28478  C1 1.095
10 H -19.21321 -23.79009 -5.02666  C2 1.096
11 H -21.70488 -22.12484 -4.81775  C3 1.099
12 H -21.48679 -23.44873 -3.65785  C3 1.096
13 H -23.11887 -24.92936 -4.71593  C5 1.093
14 H -23.28698 -24.78316 -6.51107  C5 1.089
15 H -23.60605 -23.37375 -5.51540  C5 1.096
16 H -19.19679 -22.38569 -6.72147  N6 1.017
17 H -18.35860 -21.81103 -5.54346  N6 1.026
18 C -23.81307 -14.77808 -3.83443  C19 1.526, H24 1.092, H25 1.091, H26 1.091
19 C -22.52306 -15.46374 -3.39490  C18 1.526, C20 1.526, N23 1.438, H27 1.093
20 C -21.41916 -14.47881 -3.02094  C19 1.526, O21 1.421, H28 1.095, H29 1.096
21 O -21.14033 -13.65961 -4.14834  C20 1.421, C22 1.401
22 C -20.22308 -12.63832 -3.86752  O21 1.401, H30 1.099, H31 1.100, H32 1.087
23 N -22.74719 -16.37244 -2.30299  C19 1.438, H33 1.013, H34 1.013
24 H -24.49648 -15.57655 -4.13106  C18 1.092
25 H -23.60312 -14.22685 -4.75221  C18 1.091
26 H -24.25043 -14.08211 -3.11723  C18 1.091
27 H -22.24061 -15.96475 -4.32417  C19 1.093
28 H -20.50003 -15.04677 -2.84558  C20 1.095
29 H -21.75929 -13.87313 -2.17318  C20 1.096
30 H -19.23854 -12.95069 -3.49094  C22 1.099
31 H -20.63012 -12.02235 -3.05199  C22 1.100
32 H -20.06308 -12.05336 -4.76980  C22 1.087
33 H -21.95354 -16.60536 -1.71750  N23 1.013
34 H -23.43937 -16.11516 -1.60922  N23 1.013
35 C -12.97963 -16.81332 -1.28827  C36 1.509, H41 1.092, H42 1.097, H43 1.091
36 C -13.26316 -17.48924 -2.60778  C35 1.509, C37 1.530, N40 1.478, H44 1.092
37 C -13.33092 -19.00284 -2.39654  C36 1.530, O38 1.409, H45 1.100, H46 1.100
38 O -13.38310 -19.75689 -3.58591  C37 1.409, C39 1.396
39 C -13.42386 -21.14037 -3.40231  O38 1.396, H47 1.098, H48 1.085, H49 1.097
40 N -14.56075 -17.03718 -3.15143  C36 1.478, H50 1.011, H51 1.016
41 H -12.06331 -17.12474 -0.78174  C35 1.092
42 H -13.78614 -17.06230 -0.58824  C35 1.097
43 H -12.98574 -15.72291 -1.32469  C35 1.091
44 H -12.45219 -17.32052 -3.31987  C36 1.092
45 H -14.23619 -19.28218 -1.83785  C37 1.100
46 H -12.39335 -19.28212 -1.89450  C37 1.100
47 H -12.53437 -21.46776 -2.84706  C39 1.098
48 H -13.40509 -21.64826 -4.36141  C39 1.085
49 H -14.32032 -21.45478 -2.85356  C39 1.097
50 H -14.40520 -16.17605 -3.65831  N40 1.011
51 H -15.19079 -16.90829 -2.36433  N40 1.016
52 C -25.41040 -18.28383 1.11181  C53 1.522, H58 1.091, H59 1.095, H60 1.089
53 C -25.01421 -19.21199 -0.02756  C52 1.522, C54 1.521, N57 1.482, H61 1.095
54 C -23.50734 -19.23329 -0.23032  C53 1.521, O55 1.412, H62 1.097, H63 1.096
55 O -23.17331 -20.11722 -1.27940  C54 1.412, C56 1.421
56 C -21.91662 -19.84007 -1.88210  O55 1.421, H64 1.092, H65 1.095, H66 1.089
57 N -25.50448 -20.57409 0.28863  C53 1.482, H67 1.016, H68 1.012
58 H -26.49014 -18.31403 1.26709  C52 1.091
59 H -25.19510 -17.24370 0.84451  C52 1.095
60 H -24.94966 -18.55988 2.05867  C52 1.089
61 H -25.42535 -18.90247 -0.99392  C53 1.095
62 H -22.93807 -19.51501 0.66380  C54 1.097
63 H -23.29390 -18.18537 -0.47108  C54 1.096
64 H -22.03136 -19.89779 -2.96695  C56 1.092
65 H -21.15702 -20.58749 -1.63225  C56 1.095
66 H -21.53200 -18.85053 -1.63955  C56 1.089
67 H -24.85588 -21.22192 -0.14827  N57 1.016
68 H -26.40412 -20.76688 -0.13262  N57 1.012
69 C -12.57259 -15.28438 2.81223  C70 1.537, H75 1.087, H76 1.093, H77 1.091
70 C -13.86354 -15.14492 1.98932  C69 1.537, C71 1.547, N74 1.452, H78 1.095
71 C -15.01300 -15.81858 2.77538  C70 1.547, O72 1.401, H79 1.099, H80 1.098
72 O -14.80346 -17.17873 3.03936  C71 1.401, C73 1.402
73 C -15.19801 -18.04186 2.00758  O72 1.402, H81 1.101, H82 1.101, H83 1.085
74 N -14.05351 -13.76412 1.58348  C70 1.452, H84 1.017, H85 1.021
75 H -12.28664 -16.31690 2.99843  C69 1.087
76 H -12.71161 -14.72203 3.73871  C69 1.093
77 H -11.77042 -14.77672 2.27484  C69 1.091
78 H -13.78491 -15.72529 1.06429  C70 1.095
79 H -15.98954 -15.59436 2.32319  C71 1.099
80 H -15.07568 -15.29443 3.73777  C71 1.098
81 H -14.41834 -18.14247 1.23707  C73 1.101
82 H -15.99158 -17.61118 1.37700  C73 1.101
83 H -15.49904 -19.02397 2.35568  C73 1.085
84 H -14.62482 -13.26623 2.26155  N74 1.017
85 H -14.54724 -13.65737 0.69652  N74 1.021
86 C -17.67499 -15.50789 -5.74519  O87 1.229, N88 1.351, N89 1.371
87 O -18.78328 -15.40575 -6.26730  C86 1.229
88 N -17.19775 -16.59469 -5.09962  C86 1.351, H90 1.010, H91 1.008
89 N -16.85475 -14.40950 -5.76256  C86 1.371, H92 1.008, H93 1.004
90 H -17.75217 -17.43862 -5.10672  N88 1.010
91 H -16.28376 -16.71502 -4.69118  N88 1.008
92 H -17.19346 -13.77472 -6.46805  N89 1.008
93 H -15.87550 -14.42427 -5.54219  N89 1.004
94 C -17.09120 -21.55909 0.39822  O95 1.228, N96 1.361, N97 1.358
95 O -17.50831 -22.45206 1.13115  C94 1.228
96 N -16.56493 -21.82783 -0.82791  C94 1.361, H98 1.007, H99 0.999
97 N -17.17028 -20.24356 0.72513  C94 1.358, H100 0.999, H101 1.013
98 H -16.29056 -21.01179 -1.34959  N96 1.007
99 H -16.35506 -22.74969 -1.15139  N96 0.999
100 H -17.68852 -19.88512 1.50060  N97 0.999
101 H -16.92546 -19.55347 0.02541  N97 1.013
102 C -17.76218 -18.21673 -2.20910  O103 1.252, N104 1.352, N105 1.348
103 O -17.14693 -17.86348 -1.17721  C102 1.252
104 N -18.99806 -17.75350 -2.50118  C102 1.352, H106 1.022, H107 1.015
105 N -17.22059 -19.03254 -3.13544  C102 1.348, H108 1.011, H109 1.007
106 H -19.25816 -17.95114 -3.46982  N104 1.022
107 H -19.33753 -17.06676 -1.83484  N104 1.015
108 H -17.74256 -19.32072 -3.95216  N105 1.011
109 H -16.23012 -19.20919 -3.17906  N105 1.007
110 C -20.16582 -16.67973 0.52159  O111 1.246, N112 1.350, N113 1.353
111 O -20.13257 -15.98837 -0.51450  C110 1.246
112 N -19.17063 -17.52837 0.85655  C110 1.350, H114 1.000, H115 1.022
113 N -21.23876 -16.60881 1.34289  C110 1.353, H116 1.002, H117 1.004
114 H -19.21676 -18.14510 1.64252  N112 1.000
115 H -18.39305 -17.42561 0.20103  N112 1.022
116 H -21.25491 -17.12053 2.20477  N113 1.002
117 H -22.03015 -16.11549 0.97185  N113 1.004
118 C -20.54741 -18.57889 -5.84646  O119 1.253, N120 1.357, N121 1.330
119 O -19.57743 -18.55646 -5.05314  C118 1.253
120 N -21.05174 -17.40814 -6.31148  C118 1.357, H122 1.012, H123 1.001
121 N -21.04583 -19.73989 -6.26122  C118 1.330, H124 1.043, H125 1.003
122 H -20.53928 -16.63738 -5.90170  N120 1.012
123 H -21.57012 -17.34505 -7.16545  N120 1.001
124 H -20.48801 -20.56096 -5.94236  N121 1.043
125 H -21.73739 -19.80606 -6.98462  N121 1.003
126 C -16.60466 -14.15092 -1.24746  O127 1.229, N128 1.373, N129 1.359
127 O -15.64088 -13.46135 -0.92202  C126 1.229
128 N -16.79678 -14.61286 -2.52617  C126 1.373, H130 1.004, H131 1.000
129 N -17.69364 -14.32967 -0.45372  C126 1.359, H132 1.008, H133 1.003
130 H -17.56483 -15.23044 -2.71866  N128 1.004
131 H -16.13750 -14.29398 -3.20714  N128 1.000
132 H -18.51969 -14.80013 -0.78840  N129 1.008
133 H -17.66374 -14.06320 0.51265  N129 1.003
134 C -15.54691 -20.59497 -6.15422  O135 1.230, N136 1.358, N137 1.364
135 O -16.40483 -21.19270 -5.50695  C134 1.230
136 N -14.42537 -21.13447 -6.69854  C134 1.358, H138 1.004, H139 1.004
137 N -15.63956 -19.25398 -6.38459  C134 1.364, H140 1.003, H141 1.001
138 H -14.22477 -22.10942 -6.57084  N136 1.004
139 H -13.67495 -20.49086 -6.87132  N136 1.004
140 H -16.55110 -18.85614 -6.25345  N137 1.003
141 H -14.83166 -18.72495 -6.64722  N137 1.001



x | Entry from OMol25: 12 unconnected molecules or ions with the total composition C27H83N19O12 (the ωB97M-V functional and the def2-TZVPD basis).

Output
SMILES string = COC[C@H](C)N.COC[C@H](C)N.COC[C@H](C)N.COC[C@H](C)N.COC[C@H](C)N.NC(N)=O.NC(N)=O.NC(N)=O.NC(N)=O.NC(N)=O.NC(N)=O.NC(N)=O
Total charge = 0
Gap between HOMO and LUMO = 0.327 Eh

Each atom is followed by the atoms it is bonded to, with distances in Å.
Element x y z (Å)
1 C 4.34391 9.32945 -0.72234  C2 1.572, H7 1.090, H8 1.090, H9 1.090
2 C 3.34505 8.13409 -0.93415  C1 1.572, C3 1.545, N6 1.458, H10 1.090
3 C 3.35817 6.99507 0.10993  C2 1.545, O4 1.469, H11 1.090, H12 1.090
4 O 2.37515 5.91249 -0.02720  C3 1.469, C5 1.406
5 C 2.29859 5.30989 -1.29466  O4 1.406, H13 1.090, H14 1.090, H15 1.090
6 N 2.07011 8.84099 -0.93359  C2 1.458, H16 1.010, H17 1.010
7 H 4.06877 10.18729 -1.33594  C1 1.090
8 H 5.30222 8.93517 -1.06039  C1 1.090
9 H 4.43735 9.67224 0.30813  C1 1.090
10 H 3.58788 7.62141 -1.86490  C2 1.090
11 H 3.07365 7.42321 1.07109  C3 1.090
12 H 4.37781 6.61438 0.16924  C3 1.090
13 H 2.26622 5.92607 -2.19320  C5 1.090
14 H 1.44269 4.64960 -1.43451  C5 1.090
15 H 3.26272 4.81446 -1.40904  C5 1.090
16 H 1.35917 8.24521 -0.53393  N6 1.010
17 H 2.25323 9.60316 -0.29668  N6 1.010
18 C -4.75179 -0.65672 -4.43745  C19 1.491, H24 1.090, H25 1.090, H26 1.090
19 C -3.84851 -1.81718 -4.19122  C18 1.491, C20 1.563, N23 1.489, H27 1.090
20 C -3.07468 -2.16379 -5.50443  C19 1.563, O21 1.451, H28 1.090, H29 1.090
21 O -2.43775 -3.46402 -5.40537  C20 1.451, C22 1.387
22 C -2.24962 -4.09261 -6.62743  O21 1.387, H30 1.090, H31 1.090, H32 1.090
23 N -2.96270 -1.64069 -3.00748  C19 1.489, H33 1.010, H34 1.010
24 H -5.53481 -0.99500 -5.11609  C18 1.090
25 H -4.20043 0.15535 -4.91143  C18 1.090
26 H -5.24037 -0.31823 -3.52377  C18 1.090
27 H -4.51723 -2.61814 -3.87599  C19 1.090
28 H -2.33812 -1.39177 -5.72707  C20 1.090
29 H -3.79223 -2.19458 -6.32436  C20 1.090
30 H -3.14328 -4.18644 -7.24442  C22 1.090
31 H -1.73231 -5.05194 -6.61350  C22 1.090
32 H -1.63238 -3.49789 -7.30079  C22 1.090
33 H -2.29634 -2.38246 -3.16831  N23 1.010
34 H -2.40281 -0.80163 -2.95659  N23 1.010
35 C -5.39101 0.85353 3.56049  C36 1.535, H41 1.090, H42 1.090, H43 1.090
36 C -4.17282 0.78900 2.62848  C35 1.535, C37 1.581, N40 1.474, H44 1.090
37 C -4.31618 1.50552 1.22633  C36 1.581, O38 1.495, H45 1.090, H46 1.090
38 O -5.24144 0.89609 0.22212  C37 1.495, C39 1.438
39 C -5.43831 1.79111 -0.88613  O38 1.438, H47 1.090, H48 1.090, H49 1.090
40 N -3.04500 1.41513 3.34088  C36 1.474, H50 1.010, H51 1.010
41 H -5.24776 0.15959 4.38875  C35 1.090
42 H -6.24647 0.41301 3.04840  C35 1.090
43 H -5.65824 1.85570 3.89567  C35 1.090
44 H -4.02811 -0.25124 2.33683  C36 1.090
45 H -3.37849 1.63472 0.68585  C37 1.090
46 H -4.70277 2.51251 1.38325  C37 1.090
47 H -5.58525 2.84064 -0.63118  C39 1.090
48 H -6.21343 1.43370 -1.56403  C39 1.090
49 H -4.56992 1.60862 -1.51914  C39 1.090
50 H -3.01340 0.97838 4.25102  N40 1.010
51 H -2.14421 1.22868 2.92383  N40 1.010
52 C -0.71914 2.42254 -0.07150  C53 1.577, H58 1.090, H59 1.090, H60 1.090
53 C -0.41188 1.05319 0.64768  C52 1.577, C54 1.528, N57 1.431, H61 1.090
54 C 0.16625 -0.05323 -0.23337  C53 1.528, O55 1.469, H62 1.090, H63 1.090
55 O 0.77236 -1.18235 0.48574  C54 1.469, C56 1.465
56 C -0.09577 -2.26542 0.95464  O55 1.465, H64 1.090, H65 1.090, H66 1.090
57 N 0.55672 1.42873 1.63140  C53 1.431, H67 1.010, H68 1.010
58 H -1.16640 3.14148 0.61491  C52 1.090
59 H -1.50599 2.37287 -0.82416  C52 1.090
60 H 0.18567 2.88695 -0.46359  C52 1.090
61 H -1.31405 0.70651 1.15166  C53 1.090
62 H 0.86621 0.34358 -0.96868  C54 1.090
63 H -0.56716 -0.46245 -0.92817  C54 1.090
64 H 0.42262 -2.87365 1.69588  C56 1.090
65 H -0.52119 -2.74418 0.07265  C56 1.090
66 H -0.87004 -1.88097 1.61857  C56 1.090
67 H 0.09900 2.15553 2.16278  N57 1.010
68 H 0.71042 0.62005 2.21664  N57 1.010
69 C 2.80608 -7.46201 2.09967  C70 1.498, H75 1.090, H76 1.090, H77 1.090
70 C 2.29133 -6.17380 1.53412  C69 1.498, C71 1.529, N74 1.459, H78 1.090
71 C 0.76949 -6.06229 1.44050  C70 1.529, O72 1.481, H79 1.090, H80 1.090
72 O 0.26672 -7.00546 0.41584  C71 1.481, C73 1.421
73 C -1.07502 -7.34551 0.73897  O72 1.421, H81 1.090, H82 1.090, H83 1.090
74 N 2.79435 -5.11161 2.39909  C70 1.459, H84 1.010, H85 1.010
75 H 3.86965 -7.40125 2.33040  C69 1.090
76 H 2.64957 -8.30032 1.42081  C69 1.090
77 H 2.22704 -7.79924 2.95937  C69 1.090
78 H 2.88725 -6.16449 0.62149  C70 1.090
79 H 0.44305 -5.11458 1.01227  C71 1.090
80 H 0.44770 -6.24863 2.46512  C71 1.090
81 H -1.23557 -7.95042 1.63139  C73 1.090
82 H -1.41434 -7.89525 -0.13895  C73 1.090
83 H -1.69270 -6.45169 0.65141  C73 1.090
84 H 3.79396 -5.18903 2.52109  N74 1.010
85 H 2.49999 -5.27846 3.35073  N74 1.010
86 C 3.70899 1.65700 0.05659  O87 1.194, N88 1.304, N89 1.210
87 O 4.78575 1.61891 -0.45806  C86 1.194
88 N 2.69276 2.27727 -0.47522  C86 1.304, H90 1.010, H91 1.010
89 N 3.46485 1.42064 1.21748  C86 1.210, H92 1.010, H93 1.010
90 H 1.84625 2.30826 0.07483  N88 1.010
91 H 2.74675 2.67204 -1.40331  N88 1.010
92 H 4.24335 1.10508 1.77825  N89 1.010
93 H 2.52219 1.29431 1.55737  N89 1.010
94 C 0.45617 -0.41120 -3.84758  O95 1.285, N96 1.336, N97 1.313
95 O -0.47297 0.23354 -3.23713  C94 1.285
96 N 0.12046 -1.28857 -4.79772  C94 1.336, H98 1.010, H99 1.010
97 N 1.74752 -0.19433 -3.75134  C94 1.313, H100 1.010, H101 1.010
98 H -0.85023 -1.51151 -4.96553  N96 1.010
99 H 0.79838 -1.76465 -5.37554  N96 1.010
100 H 2.43489 -0.80234 -4.17319  N97 1.010
101 H 2.00869 0.60956 -3.19849  N97 1.010
102 C 3.08932 -3.42003 -0.97264  O103 1.202, N104 1.283, N105 1.292
103 O 3.63824 -4.47940 -1.12161  C102 1.202
104 N 2.77773 -2.55214 -1.86533  C102 1.283, H106 1.010, H107 1.010
105 N 2.73188 -2.97619 0.18641  C102 1.292, H108 1.010, H109 1.010
106 H 2.54280 -1.63409 -1.51591  N104 1.010
107 H 3.00700 -2.68580 -2.83984  N104 1.010
108 H 2.76804 -3.69022 0.89982  N105 1.010
109 H 1.96759 -2.32590 0.30082  N105 1.010
110 C 1.10996 -5.33972 5.27826  O111 1.202, N112 1.308, N113 1.289
111 O 2.15379 -5.91556 5.42861  C110 1.202
112 N -0.05911 -5.86704 5.53448  C110 1.308, H114 1.010, H115 1.010
113 N 0.95623 -4.13914 4.83523  C110 1.289, H116 1.010, H117 1.010
114 H -0.83217 -5.33260 5.16455  N112 1.010
115 H -0.09808 -6.69609 6.11004  N112 1.010
116 H 0.05653 -3.83255 4.49368  N113 1.010
117 H 1.82446 -3.63462 4.72694  N113 1.010
118 C -2.73606 2.40032 -4.73467  O119 1.230, N120 1.263, N121 1.292
119 O -3.56307 3.12092 -5.29178  C118 1.230
120 N -1.88410 1.67684 -5.32221  C118 1.263, H122 1.010, H123 1.010
121 N -2.37461 2.48777 -3.49776  C118 1.292, H124 1.010, H125 1.010
122 H -1.11183 1.14431 -4.94790  N120 1.010
123 H -1.84061 1.98383 -6.28344  N120 1.010
124 H -1.73219 1.79172 -3.14717  N121 1.010
125 H -2.94693 3.01292 -2.85217  N121 1.010
126 C 1.18260 -0.86173 4.81604  O127 1.259, N128 1.278, N129 1.293
127 O 0.69768 -0.77450 3.65704  C126 1.259
128 N 2.37447 -1.10740 5.20771  C126 1.278, H130 1.010, H131 1.010
129 N 0.49399 -0.72461 5.90161  C126 1.293, H132 1.010, H133 1.010
130 H 2.50765 -1.17357 6.20670  N128 1.010
131 H 3.13048 -1.14151 4.53884  N128 1.010
132 H 1.09754 -0.52546 6.68656  N129 1.010
133 H -0.38990 -0.23784 5.85813  N129 1.010
134 C 0.95417 4.57244 3.05444  O135 1.216, N136 1.277, N137 1.325
135 O 0.21260 3.93060 3.77301  C134 1.216
136 N 1.77765 4.01143 2.25627  C134 1.277, H138 1.010, H139 1.010
137 N 1.03218 5.89323 2.97907  C134 1.325, H140 1.010, H141 1.010
138 H 2.06309 4.68898 1.56377  N136 1.010
139 H 1.75534 3.01319 2.10423  N136 1.010
140 H 1.46052 6.23402 2.13025  N137 1.010
141 H 0.34046 6.40457 3.50836  N137 1.010



List of relative energies, unit kJ/mol: w 0.0; x 784.0